[1]
A structure of composition C6H18CuIO10S, computed with wB97M-V/def2-TZVPD.

```
37
Properties=species:S:1:pos:R:3
Cu 0.198 -0.112 1.078
S 2.680 1.537 2.805
O 2.024 2.659 3.526
O 1.713 0.494 2.465
O 3.424 1.989 1.634
O 3.602 1.082 3.894
I -1.367 -1.995 2.664
C -3.016 -1.948 -0.784
C -2.723 -0.479 -0.864
O -1.327 -0.232 -0.796
O -2.216 -2.598 -1.763
H -4.095 -2.081 -0.996
H -2.908 -2.341 0.230
H -3.191 0.087 -0.059
H -3.128 -0.074 -1.804
H -0.941 -0.745 -1.519
H -2.679 -3.375 -2.084
C 1.539 -2.269 -0.864
C 1.875 -1.785 -2.251
O 1.026 -0.676 -2.526
O 1.833 -1.351 0.161
H 2.065 -3.221 -0.700
H 0.467 -2.480 -0.858
H 1.720 -2.576 -2.993
H 2.921 -1.446 -2.325
H 1.360 -0.139 -3.249
H 2.751 -1.084 0.047
C 0.268 2.862 0.510
C -1.141 2.622 0.943
O -1.185 1.521 1.853
O 0.859 1.734 -0.126
H 0.854 3.201 1.371
H 0.283 3.702 -0.201
H -1.841 2.513 0.109
H -1.426 3.513 1.519
H -2.036 1.486 2.299
H 1.756 2.004 -0.348
```

Computed properties:
Spin multiplicity: 2
Kohn-Sham gap (alpha / beta), eV: 6.06 / 4.53
⟨S²⟩: 0.76
Largest force on an atom, eV/A: 1.5
Charge: -1
E_HOMO (alpha / beta), eV: -3.7 / -3.6
M, g mol⁻¹: 472.7
Electronic energy, a.u.: -3328.19155
LUMO (alpha / beta), eV: 2.40 / 0.88

***

[2]
A structure of composition C6H18F2HfO6, computed with wB97M-V/def2-TZVPD.

```
33
Properties=species:S:1:pos:R:3
Hf 8.851 17.762 17.766
F 9.193 16.869 15.743
F 6.867 17.176 16.966
C 6.230 13.807 13.318
C 6.538 15.061 14.085
O 6.720 14.738 15.461
O 7.382 12.975 13.277
H 5.954 14.114 12.303
H 5.395 13.310 13.820
H 5.705 15.762 13.948
H 7.380 15.605 13.638
H 6.683 15.582 15.931
H 7.227 12.212 12.708
C 5.650 20.759 19.838
C 6.870 20.794 18.923
O 7.081 19.513 18.273
O 4.478 20.228 19.255
H 5.536 21.726 20.331
H 6.013 20.127 20.661
H 7.700 21.235 19.466
H 6.573 21.423 18.079
H 6.211 19.292 17.899
H 3.839 19.958 19.921
C 3.747 16.438 18.207
C 3.457 16.663 16.705
O 2.169 17.225 16.509
O 5.003 15.892 18.420
H 2.944 15.802 18.571
H 3.569 17.442 18.619
H 3.320 15.672 16.261
H 4.254 17.188 16.173
H 2.214 18.184 16.419
H 5.627 16.427 17.902
```

Computed properties:
Spin multiplicity: 1
Kohn-Sham gap, eV: 2.50
Largest force on an atom, eV/A: 9.2
Charge: +2
E_HOMO, eV: -15.2
M, g mol⁻¹: 402.7
Electronic energy, a.u.: -937.69646
LUMO, eV: -12.74

***

- What is the formula in the first record?
  C6H18CuIO10S

***

- charge of number 2 (C6H18F2HfO6)?
  +2